Molecular formula: C3H2Cl2O2
Method: DFT, wB97M-V/def2-TZVPD

Structure (XYZ):
```
9
C3H2Cl2O2 (wB97M-V/def2-TZVPD)
C 0.80 -0.14 -1.98
C 0.91 1.81 -1.94
C 1.31 2.45 -2.99
O 1.31 -0.73 -2.84
O 1.59 2.90 -4.03
Cl 0.29 2.50 -0.47
Cl -0.68 -0.31 1.39
H 0.25 -0.08 -1.01
H -0.64 0.86 0.56
```

For the gap between HOMO and LUMO, the calculation gives 9.1 eV. Its charge is 0. The value obtained for the calculated total energy is -32279.7839 eV. The energy above the lowest of the compared OMol25 structures with the same formula, charge and spin comes out at 82.01 kcal per mole.